Version a
ORCA calculation (ωB97M-V/def2-TZVPD) on a 2-piece molecular cluster, C5H13NO overall.

Positions of all 20 atoms, in Å:
C: 2.149 -0.276 -0.651
C: 1.755 1.184 -0.849
C: 0.285 1.469 -0.424
C: 0.065 1.040 1.040
C: -1.112 0.465 1.364
N: 1.054 1.078 2.041
H: 1.329 -0.971 -0.870
H: 2.905 -0.462 -1.420
H: 2.530 -0.468 0.347
H: 1.860 1.519 -1.889
H: 2.402 1.850 -0.265
H: -0.429 0.876 -0.997
H: -0.090 2.493 -0.513
H: -1.926 0.478 0.654
H: -1.392 0.357 2.406
H: 1.937 1.423 1.718
H: 1.135 0.216 2.561
H: -5.023 -4.759 -1.060
H: -4.603 -3.333 -1.393
O: -4.830 -4.179 -1.801

* 2S+1: 2
* charge: -1

=====

Version b
ORCA calculation (ωB97M-V/def2-TZVPD) on a 2-piece molecular cluster, C5H13NO overall.

Positions of all 20 atoms, in Å:
C: -1.684 0.268 -0.297
N: -0.925 1.458 0.014
C: -0.818 2.286 -1.177
C: 0.357 0.837 0.383
C: -0.040 -0.215 1.420
C: -1.457 -0.608 0.944
H: -2.751 0.416 -0.479
H: -1.373 -0.383 -1.132
H: -0.475 1.778 -2.091
H: -1.790 2.720 -1.409
H: -0.179 3.148 -0.985
H: 0.720 0.296 -0.515
H: 1.191 1.520 0.522
H: 0.783 -0.899 1.585
H: -0.211 0.325 2.352
H: -2.120 -0.288 1.754
H: -1.691 -1.671 0.843
H: 4.299 -2.946 -0.272
H: 4.185 -4.452 -0.524
O: 3.979 -3.591 -0.933

* 2S+1: 2
* charge: -1

=====

Each structure's energy above the most stable one, in kJ/mol: version a 0.0; version b 5.8.

=====

Version a
ORCA calculation (ωB97M-V/def2-TZVPD) on one molecule with the formula C18H17N3O2S.

Positions of all 41 atoms, in Å:
O: -0.607 -3.564 -0.016
C: -0.559 -2.379 0.217
C: 0.346 -1.801 1.321
N: 1.210 -0.734 0.849
C: 0.817 0.566 0.983
S: -0.632 1.031 1.632
N: 1.668 1.534 0.556
C: 2.887 1.293 -0.028
C: 3.707 2.330 -0.469
C: 4.923 2.033 -1.051
C: 5.335 0.712 -1.201
C: 4.528 -0.317 -0.765
C: 3.296 -0.037 -0.175
C: 2.441 -1.129 0.300
O: 2.743 -2.297 0.249
N: -1.254 -1.442 -0.455
C: -2.214 -1.780 -1.481
C: -3.655 -1.540 -1.008
C: -3.856 -0.097 -0.640
C: -3.985 0.868 -1.633
C: -4.115 2.205 -1.304
C: -4.116 2.596 0.025
C: -3.993 1.643 1.021
C: -3.862 0.306 0.688
H: -0.278 -1.414 2.132
H: 0.979 -2.614 1.681
H: 1.348 2.486 0.677
H: 3.384 3.353 -0.351
H: 5.558 2.835 -1.392
H: 6.288 0.496 -1.658
H: 4.819 -1.351 -0.865
H: -1.318 -0.505 -0.075
H: -2.008 -1.169 -2.367
H: -2.063 -2.833 -1.725
H: -3.855 -2.180 -0.147
H: -4.333 -1.823 -1.816
H: -3.988 0.566 -2.671
H: -4.214 2.944 -2.086
H: -4.213 3.640 0.282
H: -3.988 1.940 2.059
H: -3.761 -0.432 1.471

* 2S+1: 1
* charge: 0

=====

Version b
ORCA calculation (ωB97M-V/def2-TZVPD) on one molecule with the formula C18H17N3O2S.

Positions of all 41 atoms, in Å:
C: -0.067 -0.996 6.654
C: 1.076 -0.455 5.670
C: 1.630 0.762 6.352
C: 2.145 -1.524 5.423
O: 0.207 -0.230 4.486
C: 0.771 0.214 3.310
O: 1.528 1.161 3.230
C: 0.362 -0.514 2.088
C: -0.547 -1.500 2.066
S: -0.941 -2.040 0.488
C: -0.036 -0.694 -0.145
C: 0.008 -0.344 -1.548
C: -0.342 -1.218 -2.526
N: -0.729 -0.920 -3.789
C: -0.523 0.333 -4.237
C: -0.884 0.786 -5.614
C: -1.995 0.204 -6.218
C: -2.442 0.530 -7.511
C: -1.749 1.531 -8.223
C: -0.685 2.117 -7.618
C: -0.260 1.776 -6.384
N: -0.041 1.237 -3.260
C: 0.138 0.899 -2.017
N: 0.682 -0.031 0.783
H: -0.934 -0.212 6.556
H: -0.490 -2.032 6.475
H: 0.403 -1.114 7.602
H: 0.829 1.532 6.312
H: 2.115 0.657 7.302
H: 2.384 1.218 5.668
H: 3.003 -1.019 4.861
H: 2.377 -2.105 6.316
H: 1.766 -2.249 4.671
H: -0.973 -2.000 2.900
H: -0.701 -2.255 -2.101
H: -2.530 -0.570 -5.774
H: -3.367 0.116 -7.882
H: -1.963 1.894 -9.180
H: -0.122 2.958 -8.075
H: 0.438 2.406 -5.852
H: 0.459 1.689 -1.260

* 2S+1: 1
* charge: 0

=====

Each structure's energy above the most stable one, in kJ/mol: version a 0.0; version b 399.7.

=====

Version a
ORCA calculation (ωB97M-V/def2-TZVPD) on an isolated ion of composition C10H15N2O and charge +1.

Positions of all 28 atoms, in Å:
N: -1.190 -2.315 0.111
C: -0.832 -0.893 0.156
C: -1.856 0.076 -0.421
C: -2.622 1.069 0.523
C: -1.532 2.113 0.884
O: -0.528 1.955 -0.115
C: -0.706 0.905 -0.976
C: 0.169 -0.379 -0.860
N: 1.544 -0.251 -0.421
C: 2.279 0.906 -0.456
C: 3.536 0.611 0.049
C: 3.494 -0.698 0.471
C: 2.274 -1.239 0.158
H: -0.370 -2.663 -0.283
H: -1.842 -2.520 -0.621
H: -1.450 -2.752 1.095
H: -0.398 -0.655 1.180
H: -2.482 -0.493 -1.272
H: -3.002 0.487 1.396
H: -3.431 1.637 0.094
H: -1.930 3.181 1.049
H: -1.060 1.963 1.891
H: -0.806 1.334 -2.055
H: -0.003 -0.889 -1.849
H: 1.910 1.861 -0.923
H: 4.392 1.304 0.188
H: 4.409 -1.283 0.808
H: 2.030 -2.372 0.200

* 2S+1: 1
* charge: +1

=====

Version b
ORCA calculation (ωB97M-V/def2-TZVPD) on an isolated ion of composition C10H15N2O and charge +1.

Positions of all 28 atoms, in Å:
C: 2.208 2.271 2.645
C: 2.428 2.446 1.344
C: 1.168 1.394 3.084
C: 1.491 1.962 0.347
C: 0.309 0.789 2.162
C: 0.409 1.139 0.792
C: -1.704 0.094 0.106
C: -1.983 -0.805 -1.136
C: 0.391 -0.953 -1.213
C: -1.031 -2.759 -2.222
N: -0.546 0.830 -0.197
N: -0.912 -1.751 -1.100
O: 0.738 -0.599 -2.472
H: 2.927 2.666 3.238
H: 3.243 3.033 1.138
H: 1.134 1.320 4.152
H: 1.396 2.185 -0.663
H: -0.485 0.175 2.423
H: -2.597 0.727 0.164
H: -1.864 -0.448 1.066
H: -3.085 -1.273 -1.109
H: -1.834 -0.189 -1.904
H: 1.115 -1.492 -0.581
H: -0.067 -3.180 -2.514
H: -1.919 -3.364 -1.889
H: -1.464 -2.109 -2.990
H: -0.851 -2.206 -0.133
H: 1.386 0.096 -2.540

* 2S+1: 1
* charge: +1

=====

Each structure's energy above the most stable one, in kJ/mol: version a 0.0; version b 155.1.

=====

Version a
ORCA calculation (ωB97M-V/def2-TZVPD) on a 3-piece molecular cluster, C3H13N2O3 overall.

Positions of all 21 atoms, in Å:
N: -0.135 -0.311 -1.067
C: 0.032 0.405 0.234
C: 1.487 0.803 0.280
N: 2.044 1.480 1.256
C: 1.377 2.007 2.442
O: 2.152 0.459 -0.720
H: 0.830 -0.604 -1.372
H: -0.488 0.385 -1.722
H: -0.885 -0.991 -1.043
H: -0.632 1.268 0.190
H: -0.277 -0.237 1.066
H: 3.045 1.605 1.288
H: 0.331 1.719 2.435
H: 1.323 3.087 2.362
H: 1.916 1.698 3.348
H: -3.271 -0.743 -1.865
H: -3.960 -1.474 -0.698
O: -3.109 -1.210 -1.049
H: -0.181 -3.750 -1.834
H: -1.143 -2.735 -1.435
O: -0.456 -2.860 -2.095

* 2S+1: 1
* charge: +1

=====

Version b
ORCA calculation (ωB97M-V/def2-TZVPD) on a 3-piece molecular cluster, C3H13N2O3 overall.

Positions of all 21 atoms, in Å:
N: 1.263 -1.666 -0.205
C: 0.569 -0.839 -1.228
C: -0.918 -0.828 -0.937
N: -1.706 0.258 -1.060
C: -1.199 1.427 -1.735
O: -1.321 -1.920 -0.725
H: 2.197 -2.031 -0.515
H: 0.602 -2.526 0.053
H: 1.346 -1.135 0.646
H: 1.139 0.153 -1.178
H: 0.576 -1.250 -2.216
H: -2.732 0.264 -0.987
H: -0.933 2.238 -1.075
H: -1.890 1.811 -2.557
H: -0.340 1.071 -2.313
H: 1.228 1.137 2.170
H: 2.418 0.522 2.749
O: 2.059 0.703 1.835
H: -0.601 0.889 3.792
H: -1.210 1.129 2.592
O: -0.547 0.594 2.895

* 2S+1: 1
* charge: +1

=====

Each structure's energy above the most stable one, in kJ/mol: version a 0.0; version b 68.9.

=====

Version a
ORCA calculation (ωB97M-V/def2-TZVPD) on one molecule with the formula C2H3N3.

Positions of all 8 atoms, in Å:
N: 0.394 0.753 0.585
C: -0.273 0.503 -0.523
N: -0.308 -0.840 -0.572
C: 0.314 -1.425 0.546
N: 0.751 -0.390 1.259
H: 0.680 1.652 0.945
H: -0.654 1.249 -1.211
H: -0.905 -1.501 -1.030

* 2S+1: 1
* charge: 0

=====

Version b
ORCA calculation (ωB97M-V/def2-TZVPD) on one molecule with the formula C2H3N3.

Positions of all 8 atoms, in Å:
C: 0.586 0.152 -0.957
C: -0.747 -0.071 -0.840
N: -0.903 -0.185 0.452
N: 0.228 0.006 1.171
N: 1.100 0.130 0.264
H: 1.219 0.403 -1.826
H: -1.521 -0.333 -1.621
H: -1.713 -0.215 1.015

* 2S+1: 1
* charge: 0

=====

Version c
ORCA calculation (ωB97M-V/def2-TZVPD) on one molecule with the formula C2H3N3.

Positions of all 8 atoms, in Å:
H: -0.129 2.078 -1.109
N: -0.076 1.358 -0.381
C: 0.328 0.256 -0.787
C: 0.113 -0.937 0.539
N: -0.456 -0.156 1.654
N: -1.232 -0.788 1.045
H: 0.694 -0.070 -1.743
H: 0.758 -1.742 0.782

* 2S+1: 1
* charge: 0

=====

Version d
ORCA calculation (ωB97M-V/def2-TZVPD) on one molecule with the formula C2H3N3.

Positions of all 8 atoms, in Å:
C: -1.176 -0.332 0.183
N: -0.783 0.461 -0.845
C: 0.514 0.498 -0.681
N: 0.889 -0.345 0.303
N: -0.204 -0.901 0.873
H: -2.145 -0.111 0.608
H: 1.083 1.352 -1.013
H: 1.822 -0.622 0.572

* 2S+1: 1
* charge: 0

=====

Each structure's energy above the most stable one, in kJ/mol: version a 149.2; version b 50.1; version c 287.4; version d 0.0.

=====

Version a
ORCA calculation (ωB97M-V/def2-TZVPD) on one molecule with the formula C2H3N3.

Positions of all 8 atoms, in Å:
N: -0.439 0.805 -0.524
N: -0.466 0.766 0.781
C: 0.238 -0.303 1.129
C: 0.857 -0.955 0.027
N: 0.443 -0.169 -1.023
H: -0.702 1.648 -1.020
H: 0.253 -0.649 2.149
H: 0.032 -0.992 -1.483

* 2S+1: 1
* charge: 0

=====

Version b
ORCA calculation (ωB97M-V/def2-TZVPD) on one molecule with the formula C2H3N3.

Positions of all 8 atoms, in Å:
C: 0.078 -0.013 0.049
N: 1.503 0.263 -0.120
N: 2.242 -0.669 0.209
C: 3.839 -0.112 0.051
N: 4.933 0.235 -0.094
H: -0.301 1.114 0.177
H: -0.199 -0.923 0.654
H: -0.318 -0.252 -1.023

* 2S+1: 1
* charge: 0

=====

Each structure's energy above the most stable one, in kJ/mol: version a 16.1; version b 0.0.

=====

Version a
ORCA calculation (ωB97M-V/def2-TZVPD) on one molecule with the formula C2H9N5O.

Positions of all 17 atoms, in Å:
C: -2.253 -0.730 0.287
N: -0.802 -0.854 0.348
O: -0.252 -1.207 -0.892
H: -2.613 -0.304 1.225
H: -2.578 -0.119 -0.559
H: -2.647 -1.738 0.166
C: 1.183 0.115 0.207
N: -0.658 1.531 -0.294
N: 1.771 -0.767 1.042
N: 1.952 0.804 -0.649
N: -0.113 0.547 0.560
H: -0.546 1.283 -1.276
H: -0.333 2.450 -0.035
H: 2.480 -1.355 0.627
H: 1.055 -1.303 1.527
H: 1.477 1.194 -1.448
H: 2.879 0.454 -0.834

* 2S+1: 1
* charge: 0

=====

Version b
ORCA calculation (ωB97M-V/def2-TZVPD) on one molecule with the formula C2H9N5O.

Positions of all 17 atoms, in Å:
C: -0.064 -0.241 -2.135
C: -0.708 0.289 -0.877
O: -1.746 0.943 -0.890
N: -0.505 -0.627 0.335
N: -1.386 -0.313 1.407
N: 0.824 -0.459 0.652
N: 0.980 1.155 -0.012
N: 1.201 -0.948 1.824
H: 0.254 0.604 -2.746
H: -0.812 -0.819 -2.682
H: 0.797 -0.878 -1.938
H: -2.187 -0.932 1.317
H: -1.740 0.629 1.222
H: 1.800 1.256 -0.603
H: 0.637 1.940 0.537
H: 2.167 -0.752 2.039
H: 0.489 -0.846 2.550

* 2S+1: 1
* charge: 0

=====

Each structure's energy above the most stable one, in kJ/mol: version a 0.0; version b 34.9.

=====

Version a
ORCA calculation (ωB97M-V/def2-TZVPD) on one molecule with the formula C3H4NP.

Positions of all 9 atoms, in Å:
H: 2.145 0.254 -1.093
P: 1.367 -0.322 -2.113
C: 0.004 -0.559 -1.196
C: -0.448 -0.268 0.172
C: -1.256 -1.363 -2.245
N: -2.043 -1.897 -2.868
H: 0.417 -0.092 0.813
H: -1.073 0.629 0.181
H: -1.038 -1.089 0.582

* 2S+1: 1
* charge: 0

=====

Version b
ORCA calculation (ωB97M-V/def2-TZVPD) on one molecule with the formula C3H4NP.

Positions of all 9 atoms, in Å:
C: -0.675 0.863 0.053
N: -1.092 -0.294 0.291
C: -0.120 -1.231 0.217
P: 1.607 -0.469 -0.140
C: 0.754 1.031 -0.253
H: -1.382 1.695 0.137
H: -0.304 -1.726 -0.764
H: -0.016 -1.785 1.043
H: 1.228 1.917 -0.585

* 2S+1: 1
* charge: 0

=====

Each structure's energy above the most stable one, in kJ/mol: version a 94.3; version b 0.0.